(1)
C3H2FN3O2 | ωB97M-V/def2-TZVPD

Computed properties:
- HOMO-LUMO gap (alpha / beta): 8.947 / 8.946 eV
- 2S+1: 1
- HOMO (alpha / beta): -9.370 / -9.369 eV

Geometry as XYZ:
```
11
Properties=species:S:1:pos:R:3:forces:R:3
C -1.989118 -1.199857 0.180380 -0.571 0.820 -0.060
C 0.028877 1.993158 -0.041807 2.654 1.247 -0.049
C 1.168706 -0.037603 -0.714078 0.429 -1.768 -2.669
N -2.175938 -0.088621 -0.064426 0.151 -1.011 0.247
N 0.694565 1.015868 -0.401025 -1.339 0.058 1.562
N 1.383784 -1.221084 -0.030862 0.120 0.257 -0.051
O 2.524637 -1.451969 0.317540 -0.259 -0.471 0.420
O 0.404022 -1.973772 -0.047728 1.066 -0.069 0.451
F 0.779039 3.076240 0.156737 -0.135 0.891 0.403
H -1.854510 -2.235218 0.436982 -0.061 0.330 -0.131
H -0.964063 2.122856 0.208290 -2.054 -0.284 -0.123
```
Positions in Å, forces in eV/Å.

=====

(2)
C36H63N3O9S | ωB97M-V/def2-TZVPD

Computed properties:
- HOMO-LUMO gap: 8.074 eV
- 2S+1: 1
- HOMO: -8.415 eV
- SMILES: CCC[C@H](C)c1c(O)c(CNC)c(CSCC)c2c1C(=O)N(N)C2=O.CC(C)=O.CC(C)=O.CC(C)=O.CC(C)=O.CC(C)=O.CC(C)=O

Geometry as XYZ:
```
112
Properties=species:S:1:pos:R:3:forces:R:3
C 4.650710 2.557557 3.768290 0.316 -0.268 -0.048
C 4.720409 0.995395 3.417661 -0.009 0.167 -0.657
C 3.709901 0.634541 2.193574 0.351 0.818 -0.076
C 2.188164 0.959949 2.490629 -0.291 0.256 1.676
C 1.849169 0.329086 3.962761 0.491 -0.328 0.066
C 1.091599 0.529950 1.458378 -2.248 -0.741 -2.078
C -0.430891 0.746433 1.803459 -0.236 -1.056 -3.426
O -0.884766 1.358605 3.002622 0.948 -0.351 -1.688
C -1.557730 0.310256 0.795959 2.178 -1.010 -1.079
C -3.119222 0.548079 1.107218 0.741 0.187 -0.424
N -3.523030 0.159700 2.502624 -0.718 1.596 -0.637
C -4.199845 1.404773 3.050906 -0.599 -0.409 0.931
C -1.231946 -0.382606 -0.578086 2.799 1.483 1.626
C -2.325808 -0.878205 -1.618248 1.598 0.380 0.515
S -2.770562 -2.657393 -1.173371 0.203 0.145 0.536
C -1.949277 -3.046094 0.459586 0.759 -0.662 1.128
C -2.257954 -4.562823 0.955208 -0.306 1.135 -0.339
C 0.256231 -0.568748 -0.900602 -0.434 1.577 2.541
C 1.363092 -0.103706 0.089189 -2.399 0.486 0.539
C 2.695700 -0.444401 -0.663390 0.638 0.451 0.587
O 3.824599 0.057886 -0.792217 -3.784 -1.506 0.632
N 2.294178 -1.671181 -1.445386 0.038 2.853 -3.322
N 3.142994 -1.804266 -2.580672 1.415 -1.170 -0.239
C 1.037341 -1.202376 -2.125356 -2.872 -0.302 0.787
O 0.685147 -1.320910 -3.314110 1.566 0.313 4.071
H 5.281710 2.790725 4.699478 -0.816 -0.297 -1.430
H 3.598153 2.950136 3.964485 1.314 -0.607 -0.293
H 5.083818 3.119468 2.860876 -0.666 -0.655 1.447
H 5.774870 0.782105 3.017270 -1.770 0.315 0.717
H 4.573480 0.317777 4.324359 0.004 1.063 -1.163
H 3.805204 -0.470916 1.923035 0.070 1.520 0.224
H 4.052339 1.329133 1.334862 -0.482 -1.515 1.090
H 2.099711 2.103288 2.647782 -0.030 -1.725 -0.517
H 2.017717 1.155726 4.744351 -0.592 -1.330 -1.077
H 2.592808 -0.510591 4.244121 -1.126 1.290 -0.708
H 0.815832 -0.142867 4.018209 1.279 0.996 0.054
H -0.951886 2.333645 2.909842 0.345 -0.780 -0.205
H -3.818253 -0.002626 0.393711 1.412 0.599 0.537
H -3.305202 1.675478 0.923046 0.247 -1.706 0.321
H -4.277926 -0.546905 2.404001 0.812 0.646 0.152
H -4.446158 1.290176 4.170697 0.307 -0.004 -1.732
H -3.525681 2.327981 2.976822 -0.990 -1.474 -0.135
H -5.182576 1.523543 2.466477 1.300 0.483 0.937
H -1.801764 -0.897670 -2.647041 -1.017 0.008 1.644
H -3.261336 -0.232278 -1.649911 1.328 -0.887 0.128
H -2.345493 -2.363790 1.294069 0.828 -0.760 -1.383
H -0.803788 -2.974794 0.350422 -1.833 0.249 0.219
H -1.951724 -5.317144 0.159309 -0.597 0.934 1.169
H -3.385507 -4.598525 1.184841 1.760 -0.349 -0.346
H -1.653911 -4.719008 1.921085 -0.979 0.183 -1.473
H 3.219995 -0.916901 -3.093682 0.205 -0.512 0.452
H 4.070775 -2.146397 -2.303208 -0.665 0.438 -0.027
C -8.515525 -3.364523 -1.751048 -0.124 0.329 0.219
C -7.055084 -3.032073 -1.907989 0.385 0.607 0.244
C -6.191072 -4.031109 -2.631558 0.344 0.258 0.005
O -6.591980 -1.996160 -1.466910 -0.281 -0.427 -0.212
H -9.014579 -2.556779 -1.211411 0.085 -0.094 -0.069
H -8.980621 -3.468856 -2.733584 0.005 -0.213 0.061
H -8.627106 -4.288474 -1.179727 -0.057 -0.075 -0.201
H -6.553858 -4.164172 -3.653268 -0.087 -0.200 0.087
H -6.199796 -4.984485 -2.099031 -0.096 -0.056 -0.172
H -5.164002 -3.660797 -2.669767 -0.163 -0.060 0.058
C 2.517831 1.331582 -4.449873 -0.175 0.174 0.256
C 2.412780 2.281420 -5.613333 -0.282 0.748 0.107
C 2.914208 1.798963 -6.948857 -0.084 0.298 -0.226
O 1.941541 3.394637 -5.480073 0.227 -0.556 -0.075
H 2.119324 1.812086 -3.553335 0.047 -0.034 -0.111
H 1.934957 0.430074 -4.652303 0.167 -0.080 -0.020
H 3.565265 1.074689 -4.273459 -0.021 -0.139 -0.085
H 2.349463 0.918086 -7.261755 0.193 -0.097 0.055
H 3.978305 1.562250 -6.883071 -0.077 -0.205 -0.015
H 2.775946 2.586101 -7.693033 0.008 -0.086 0.126
C 0.402232 -7.319066 -2.410456 -0.157 -0.309 0.273
C -0.759062 -6.360448 -2.409792 -0.584 -0.028 0.260
C -0.617405 -5.100467 -3.220399 -0.394 0.084 0.063
O -1.772766 -6.596386 -1.777634 0.468 0.030 -0.278
H 0.160240 -8.181204 -1.785160 0.009 0.120 -0.077
H 0.596077 -7.667288 -3.427158 0.173 0.139 0.025
H 1.288946 -6.828819 -2.002993 0.057 0.003 -0.217
H -0.469022 -5.351864 -4.273039 0.246 0.056 0.048
H 0.224535 -4.512038 -2.848707 0.091 -0.029 -0.208
H -1.527971 -4.505475 -3.127400 0.149 -0.073 0.044
C 8.521523 -1.550910 0.430713 -0.049 -0.181 0.375
C 7.596130 -0.380059 0.630287 -0.370 0.141 0.551
C 7.416264 0.566748 -0.526026 -0.232 0.267 0.189
O 7.015786 -0.205671 1.685495 0.498 -0.221 -0.638
H 8.553844 -2.146580 1.345430 -0.022 0.096 -0.112
H 8.155260 -2.179514 -0.383729 0.173 0.091 -0.101
H 9.529661 -1.194300 0.209327 -0.057 -0.072 -0.200
H 7.000717 0.032174 -1.382819 0.164 0.042 -0.053
H 8.375504 1.017462 -0.790032 -0.006 -0.142 -0.162
H 6.723229 1.360449 -0.239418 0.055 -0.146 -0.034
C 3.429325 6.074194 3.905611 0.084 -0.266 -0.313
C 1.977026 5.679059 3.959302 -0.228 -0.508 -0.423
C 1.094630 6.413995 4.933106 -0.342 -0.196 -0.094
O 1.533273 4.799374 3.243473 0.168 0.345 0.347
H 3.942967 5.462304 3.161316 -0.088 0.066 0.109
H 3.518543 7.123973 3.617951 0.041 0.020 0.218
H 3.895660 5.906822 4.878859 -0.002 0.207 -0.002
H 1.080404 7.478870 4.691217 0.121 0.002 0.183
H 1.458156 6.262381 5.951608 0.060 0.206 -0.029
H 0.076410 6.025537 4.863315 0.142 0.040 -0.004
C -5.644778 4.047319 -0.675520 0.111 0.346 0.167
C -6.964416 3.848434 0.022414 -0.298 0.489 0.527
C -7.755728 2.616193 -0.328729 -0.282 0.064 0.246
O -7.375113 4.651859 0.838164 0.219 -0.378 -0.384
H -5.185603 4.974192 -0.325318 -0.087 -0.118 -0.027
H -4.974297 3.216073 -0.445972 -0.043 -0.064 -0.220
H -5.801948 4.120651 -1.753685 0.103 -0.208 0.007
H -7.178853 1.721285 -0.084547 0.007 -0.030 -0.246
H -8.006967 2.625821 -1.391388 0.159 -0.176 -0.003
H -8.681821 2.604193 0.249794 0.134 0.033 -0.063
```
Positions in Å, forces in eV/Å.

=====

E per entry: -529.888774, -2648.865255 Eh